Entry 1:
Computed, not measured: a molecular structure, C9H20NP at a distorted geometry, with wB97M-V/def2-TZVPD.

```
31
Properties=species:S:1:pos:R:3:forces:R:3
C 1.10779 -0.31701 -0.18672 -2.94 -4.31 2.26
C 2.52684 1.81395 0.16614 -2.62 -2.27 0.94
C 1.55980 -2.75860 0.56495 -2.53 0.36 -3.39
C -3.52888 0.68168 -0.75121 -0.87 0.04 -2.59
C -1.79209 1.62096 0.87372 0.72 -0.89 0.34
C 1.79049 0.50876 0.84705 1.70 2.85 -1.19
C 1.86532 -1.64124 -0.44765 1.05 0.49 -1.38
C -0.51273 -0.08689 -1.85266 -1.51 -1.42 -1.26
C -2.38325 0.45175 0.18692 -0.40 -1.49 0.74
N 0.45909 0.28390 -1.20932 2.40 4.94 -0.56
P -1.94058 -1.15475 0.59607 -1.12 0.67 0.18
H 3.11675 1.64598 -0.66933 1.42 -1.02 -1.45
H 1.77003 2.46497 -0.22668 -0.41 0.69 0.45
H 3.09952 2.13956 0.96958 1.00 1.45 1.13
H 0.43517 -2.74334 0.70970 1.15 -0.83 -0.54
H 1.98712 -3.67920 0.20046 -0.35 -0.55 -0.09
H 1.88812 -2.63032 1.50661 1.68 0.99 3.21
H -4.36635 1.39952 -0.44338 1.37 -0.92 0.25
H -3.15007 1.16563 -1.74620 -0.73 -0.87 1.50
H -4.05652 -0.31003 -0.99316 0.84 1.49 0.11
H -1.66587 1.40449 1.96256 0.27 0.44 -0.90
H -2.47924 2.38381 0.70498 -1.10 1.84 0.28
H -0.86720 1.95167 0.36039 0.00 -0.37 0.45
H 2.61762 -0.03613 1.32829 -0.69 -0.06 0.11
H 1.13879 1.01485 1.57208 0.02 -0.71 -0.01
H 2.94001 -1.38361 -0.45577 -0.12 -0.09 0.44
H 1.78586 -1.93290 -1.54294 -0.71 -0.10 1.35
H -1.05595 0.51985 -2.60047 0.57 -0.24 0.40
H -0.80865 -1.09877 -1.66125 -0.90 -0.91 -0.60
H -1.45096 -0.86042 1.88120 0.46 0.03 0.19
H -0.02997 -0.81812 0.35604 2.36 0.77 -0.37
```
Positions in Å, forces in eV/Å.

Output
Total energy   -750.8381 Ha
ΔE to the lowest compared entry with this formula, charge and spin   244.6 kJ/mol
2S+1   1
HOMO level   -7.6 eV
Total charge   0

Entry 2:
Computed, not measured: 5 unconnected molecules or ions with the total composition C5H9Cl11 at a distorted geometry, with wB97M-V/def2-TZVPD.

```
25
Properties=species:S:1:pos:R:3:forces:R:3
C 1.65045 1.43652 0.26513 1.50 0.40 -0.15
Cl 2.55777 -0.02726 -0.35655 -0.63 1.08 0.36
Cl 1.93422 2.86632 -0.76792 -0.42 -0.70 -0.45
Cl 2.33109 1.96869 1.81977 -0.42 -0.76 0.20
H 0.59002 1.19664 0.34290 0.31 0.08 0.04
C -2.61424 0.76307 2.00137 -0.55 0.68 -0.32
Cl -3.90520 1.13478 3.18743 0.44 -0.24 -0.06
Cl -0.97053 1.08519 2.59975 -0.43 -0.33 -0.01
H -2.75047 -0.25603 1.63947 0.34 0.09 0.34
H -2.78274 1.47323 1.19182 0.13 -0.30 0.11
C -1.16342 -2.76871 -1.03280 0.33 0.26 -0.16
Cl -2.23520 -3.38922 0.19060 -0.41 -0.50 0.35
Cl -0.60375 -1.15395 -0.52687 -0.11 -0.04 -0.36
H -0.27924 -3.40025 -1.11931 -0.22 0.07 0.03
H -1.71366 -2.70744 -1.97172 0.22 0.17 0.16
C 4.49599 -3.38452 0.00950 0.39 0.22 0.23
Cl 3.22569 -4.15404 -0.91173 -0.29 -0.38 -0.30
Cl 4.77400 -4.21320 1.59205 -0.16 0.66 -0.76
H 5.42605 -3.40570 -0.55850 -0.16 -0.25 0.17
H 4.17838 -2.34589 0.10155 0.18 -0.22 0.68
C -2.56035 3.91771 -1.44311 0.53 0.45 -0.28
Cl -1.59264 2.53406 -0.90407 -0.33 -0.14 -0.05
Cl -2.09954 4.38624 -3.09892 -0.16 -0.06 0.10
H -3.62678 3.69223 -1.44408 0.32 -0.05 0.19
H -2.26598 4.75149 -0.80573 -0.42 -0.17 -0.04
```
Positions in Å, forces in eV/Å.

Output
Total energy   -5257.9925 Ha
ΔE to the lowest compared entry with this formula, charge and spin   8.2 kJ/mol
SMILES   ClC(Cl)Cl.ClCCl.ClCCl.ClCCl.ClCCl
2S+1   1
HOMO level   -10.9 eV
Total charge   0

Entry 3:
Computed, not measured: a gas-phase ion, C3H14N3Si (charge +1) at a distorted geometry, with wB97M-V/def2-TZVPD.

```
21
Properties=species:S:1:pos:R:3:forces:R:3
C -1.14524 1.10690 0.85792 -0.87 -2.11 2.54
C 0.04715 0.49254 1.65545 -2.03 -1.73 -0.43
C 1.89989 -0.96544 0.80919 0.65 2.39 1.82
N -0.76644 1.04193 -0.52572 2.61 0.70 -0.60
N 0.00522 -0.19863 -2.88789 -1.41 1.63 0.25
N 0.45895 -0.72606 0.97486 -0.27 -1.13 0.55
Si -1.11012 -0.38955 -1.54779 -0.44 -1.45 -1.76
H -1.96546 0.32758 0.91069 0.16 1.52 0.62
H -1.38048 2.14272 1.19172 -0.19 -0.95 -0.32
H -0.10004 0.36780 2.72255 -0.63 0.01 0.16
H 0.79376 1.17051 1.58532 2.76 2.22 -0.29
H 2.44810 -0.84190 1.79003 -0.36 0.15 -0.88
H 2.44091 -0.33536 0.04406 -0.96 -0.55 0.63
H -1.27620 1.73284 -1.01537 -0.18 1.59 -0.79
H 0.27210 1.18115 -0.58861 -1.00 0.32 -0.35
H 0.37114 -0.99286 -3.33981 0.60 -1.39 -0.09
H -0.14186 0.46104 -3.67951 -0.17 -0.37 1.19
H 0.01461 -1.59557 1.39188 0.77 1.69 -0.61
H -0.79078 -1.56957 -0.71752 -0.54 0.13 -0.80
H 2.00443 -1.96716 0.60442 0.43 -2.26 -0.96
H -2.59704 -0.05208 -1.81169 1.08 -0.40 0.14
```
Positions in Å, forces in eV/Å.

Output
Total energy   -576.2142 Ha
ΔE to the lowest compared entry with this formula, charge and spin   0.0 kJ/mol
SMILES   CNCC[NH2+][SiH2]N
2S+1   1
HOMO level   -12.9 eV
Total charge   +1

Entry 4:
Computed, not measured: a molecular structure, C40H39ClFGeN2O3PdSi at a distorted geometry, with wB97M-V/def2-TZVPD.

```
89
Properties=species:S:1:pos:R:3:forces:R:3
Pd 0.88094 0.11749 -0.46003 0.35 0.99 -0.60
C -5.83771 -2.95663 0.34810 1.16 -1.51 -0.86
C -5.32754 -2.76698 -1.14250 -2.23 -1.25 -0.72
C -6.59291 -2.34371 -1.93556 -0.99 0.29 -0.41
C -6.34155 -1.51248 -3.25474 1.25 -1.89 0.62
C -5.26096 -0.51409 -3.02795 1.04 -0.08 1.46
C -5.32240 0.75047 -3.56539 1.14 2.12 -0.61
C -4.23833 1.63439 -3.45113 -0.63 -0.65 0.27
F -4.47999 2.91909 -3.90074 0.54 -0.41 -0.14
C -3.03772 1.28904 -2.83348 -0.79 -0.14 0.46
C -3.07164 0.11833 -2.02289 -0.21 -1.03 -0.27
C -1.94798 -0.30381 -1.20360 0.97 2.09 -0.70
O -0.97976 0.60983 -1.26737 -0.43 -1.16 0.44
C -1.94021 -1.55867 -0.53426 -2.11 -0.58 0.27
C -3.15158 -2.31427 -0.56422 3.28 2.20 -0.42
N -4.23350 -1.87290 -1.31093 0.79 -0.48 1.09
C -4.18680 -0.73553 -2.12123 -1.35 -0.88 -0.50
C -0.80515 -2.05255 0.37771 0.33 0.35 -0.36
O -0.67303 -3.26966 0.52064 -0.64 0.06 0.21
O -0.06056 -1.14752 0.91612 -1.07 -1.11 0.20
H -6.86010 -3.36548 0.33117 0.20 0.41 -0.03
H -5.76267 -2.02586 0.88969 -0.09 0.22 0.21
H -5.22780 -3.75940 0.83534 -0.32 0.92 -0.10
H -5.00519 -3.78558 -1.51413 -0.24 0.81 0.32
H -7.19294 -1.75566 -1.20980 0.25 0.20 -0.61
H -7.25755 -3.23945 -2.12127 0.89 0.71 0.04
H -7.20588 -1.01579 -3.65070 -0.73 0.14 0.07
H -5.99365 -2.21632 -4.06642 -0.37 0.39 0.68
H -6.17485 1.15933 -4.07417 -0.49 -0.16 -0.22
H -2.13567 1.87546 -2.82759 -0.12 0.25 0.01
H -3.18697 -3.23922 -0.02460 -0.26 -0.27 -0.04
C 7.36910 -1.81493 -0.61316 0.26 -0.31 0.26
C 6.38122 -2.74545 -0.92128 1.27 0.16 0.21
C 5.11075 -2.39971 -0.62643 -3.48 -1.56 -0.52
C 4.66662 -1.16924 -0.03961 -0.07 -1.41 -0.59
C 5.64313 -0.26326 0.20062 1.95 0.93 -0.77
C 7.00620 -0.60640 -0.08280 -0.41 0.76 0.83
Ge 2.82973 -0.81467 0.64339 -0.65 0.19 -1.19
C 3.10194 0.24976 2.25851 0.39 -0.21 0.69
C 4.18680 0.08217 3.11783 0.75 -0.77 0.19
C 4.31004 0.80487 4.31151 1.16 -0.74 -0.43
C 3.32544 1.67069 4.66079 -1.86 0.53 0.03
C 2.13488 1.74419 3.89328 1.13 0.22 0.39
C 2.06091 1.08733 2.67457 -0.15 0.93 -0.24
C 2.54739 -2.65362 1.30720 -0.24 1.58 1.11
C 2.70983 -3.04028 2.63439 0.17 -1.22 0.23
C 2.51872 -4.35533 3.02423 -0.37 -0.66 -0.38
C 2.06752 -5.32007 2.08110 1.36 1.04 1.53
C 1.82885 -4.88337 0.81424 -0.79 -1.52 -1.23
C 2.01390 -3.56089 0.46019 0.15 -1.26 -0.65
H 8.40364 -2.12071 -0.69380 0.21 0.28 -0.08
H 6.68558 -3.74154 -1.24901 -0.41 0.27 -0.20
H 4.35465 -3.21895 -0.92933 0.83 1.55 0.89
H 5.36676 0.76594 0.48839 0.42 -0.62 0.30
H 7.80200 0.02751 0.28571 0.02 0.41 -0.24
H 4.98978 -0.66383 2.88330 -0.80 0.78 0.03
H 5.19611 0.67869 4.95399 -0.38 0.10 -0.40
H 3.43137 2.30901 5.52433 -0.07 -0.03 0.31
H 1.33212 2.37181 4.25957 -0.06 0.13 -0.21
H 1.25734 1.37928 1.96950 0.27 -0.78 0.48
H 3.04229 -2.42521 3.43764 0.26 1.02 0.11
H 2.74275 -4.61589 4.06569 -0.18 -0.12 -0.38
H 2.11286 -6.35720 2.34964 -0.48 -0.45 0.05
H 1.44759 -5.62617 0.06439 0.37 0.89 0.62
H 1.78074 -3.30498 -0.53952 -0.24 0.44 -0.91
Cl -0.56742 5.50214 -0.06431 0.39 -0.34 -0.13
C -1.84986 5.59045 1.05178 -0.92 0.94 1.65
C -2.43823 4.49510 1.69345 0.55 0.05 -0.03
C -3.56366 4.69420 2.51339 0.29 0.94 -0.78
C -4.12618 5.99024 2.57973 -0.12 -1.94 -0.34
N -3.49558 6.98899 2.00417 -0.83 1.93 1.28
C -2.33520 6.86850 1.42686 0.33 -1.88 -1.77
H -1.92701 3.53251 1.56983 -0.64 0.15 0.02
H -4.01605 3.85732 2.99868 -0.20 -0.36 0.27
H -5.14766 6.15362 3.00572 1.13 0.01 -0.25
H -1.84022 7.73783 1.03292 0.07 0.41 0.00
C 2.98732 2.90101 -0.64212 0.17 0.01 -1.49
Si 1.83868 1.85708 -1.78751 -0.06 -2.77 1.16
C 0.62753 2.80701 -2.83806 -0.86 -0.44 -0.60
C 2.86227 0.82563 -3.03309 0.73 1.81 0.30
H 3.18158 2.34692 0.27527 0.04 0.03 -0.11
H 2.56840 3.89429 -0.39238 0.50 -0.30 -0.26
H 3.90926 2.91437 -1.29701 -0.51 0.61 1.01
H 0.90455 3.82467 -3.01060 0.25 0.92 -0.15
H -0.34490 2.79261 -2.34474 -0.01 0.13 0.13
H 0.44529 2.33902 -3.83812 0.36 0.16 0.77
H 3.42498 1.50181 -3.72164 -0.10 -0.63 0.17
H 2.23158 0.15267 -3.57496 -0.49 -0.30 -0.39
H 3.52361 0.24057 -2.41041 0.51 -0.22 -0.07
```
Positions in Å, forces in eV/Å.

Output
Total energy   -4937.2321 Ha
Expectation value of S²   0.790
2S+1   2
HOMO level (spin up / spin down)   0.5 / -1.7 eV
Total charge   -2

Entry 5:
Computed, not measured: a molecular structure, C12H29CoN4O7P at a distorted geometry, with wB97M-V/def2-TZVPD.

```
54
Properties=species:S:1:pos:R:3:forces:R:3
O -1.05971 0.59163 -3.43545 -1.44 0.78 2.13
H -1.45190 1.02336 -4.21576 0.00 -0.14 0.63
Co -0.47261 0.14371 -0.74414 2.26 -1.46 2.55
N -0.28218 1.64122 0.35899 0.03 1.54 1.41
N 1.07554 0.83124 -1.51818 1.56 0.32 -1.64
N -1.62997 -0.77324 0.36528 -0.65 1.15 1.37
N -0.42316 -1.50116 -1.57404 1.40 0.39 -1.78
O -0.91196 1.87755 1.47075 0.67 -0.13 -1.55
O -2.03977 -0.37979 1.58690 0.43 0.44 -0.64
O 0.44809 -1.87738 -2.50906 0.07 0.75 0.64
O 1.84095 0.23673 -2.36405 -1.18 1.07 1.23
C 1.41979 2.09815 -1.13550 -0.36 -0.52 0.02
C 0.63740 2.56753 -0.05299 -0.46 -0.68 -0.16
C -2.00438 -2.02199 -0.00714 0.98 -2.29 -2.35
C -1.29528 -2.44991 -1.16435 -2.41 -0.54 2.82
C 0.71948 3.88167 0.62900 0.38 0.44 0.00
H 1.00564 3.76723 1.68407 -0.15 -0.02 -0.26
H -0.24871 4.40377 0.60225 0.21 -0.29 0.05
H 1.45972 4.52266 0.13740 -0.18 -0.16 0.18
C 2.51720 2.78791 -1.85110 0.25 0.52 0.13
H 2.32411 2.79604 -2.93317 0.05 -0.14 0.30
H 3.47741 2.28131 -1.68062 -0.26 0.05 -0.10
H 2.60435 3.82308 -1.50782 0.05 -0.23 -0.10
C -2.95331 -2.83788 0.79110 -0.37 -0.32 0.07
C -1.39335 -3.77995 -1.81828 -0.16 -0.26 -0.17
H -3.61206 -2.20273 1.39598 0.22 -0.20 -0.18
H -2.41256 -3.51865 1.46847 -0.16 0.23 -0.14
H -3.57503 -3.45968 0.13116 0.21 0.16 0.19
H -0.90686 -3.75233 -2.79993 -0.17 -0.09 0.30
H -2.44606 -4.07270 -1.94511 0.31 0.09 0.05
H -0.90773 -4.55481 -1.20454 -0.08 0.23 -0.19
H -1.65775 0.59485 1.64395 -0.35 -0.68 0.19
H 1.07837 -1.04365 -2.56174 -0.28 -0.77 -0.29
C -1.86174 0.99003 -2.17456 -1.12 0.74 -4.16
H -1.47574 1.89423 -1.69892 0.26 -0.35 -0.03
H -2.16333 0.11185 -1.58483 0.37 0.21 -0.26
H -2.86983 1.32347 -2.47711 0.30 -0.06 -0.09
O -4.57400 3.00332 -0.68405 0.38 -0.38 0.78
H -5.38057 2.49621 -0.51155 0.16 0.20 -0.09
H -4.08241 2.95514 0.16236 -0.46 0.13 -0.68
C 2.60001 -2.69776 2.51116 0.18 -0.02 0.22
P 2.12279 -1.05805 1.95653 -0.58 -0.02 -1.06
C 1.13839 -0.30668 3.26055 0.22 0.00 0.29
C 3.61547 -0.06859 1.76336 0.17 -0.07 0.28
O 1.36387 -1.12371 0.65582 -0.15 0.28 0.05
H 3.28220 -3.14566 1.77876 -0.17 0.10 0.15
H 1.70356 -3.32388 2.59817 0.19 0.17 -0.02
H 3.09787 -2.63617 3.48571 -0.05 -0.12 -0.16
H 1.57865 -0.55968 4.23334 -0.21 0.19 -0.10
H 1.12345 0.78143 3.13105 -0.02 -0.19 0.06
H 0.11067 -0.68256 3.20233 0.24 -0.01 0.03
H 4.22913 -0.49700 0.96033 -0.16 0.08 0.22
H 3.33047 0.95528 1.48988 0.06 -0.22 0.08
H 4.18736 -0.05501 2.69931 0.00 0.10 -0.22
```
Positions in Å, forces in eV/Å.

Output
Total energy   -2944.0159 Ha
ΔE to the lowest compared entry with this formula, charge and spin   85.9 kJ/mol
Expectation value of S²   6.088
2S+1   5
HOMO level (spin up / spin down)   -9.8 / -12.5 eV
Total charge   +1